# 1
{
  "formula": "C17H39O2P3Ti",
  "method": "ωB97M-V/def2-TZVPD",
  "elements": ["Ti", "P", "P", "P", "H", "C", "C", "H", "C", "C", "C", "C", "C", "C", "C", "C", "C", "H", "H", "H", "H", "H", "H", "H", "H", "H", "H", "H", "H", "H", "H", "H", "H", "H", "H", "H", "H", "H", "H", "H", "H", "H", "H", "H", "H", "H", "C", "C", "C", "C", "C", "C", "O", "H", "H", "H", "H", "H", "H", "O", "H", "H"],
  "coordinates": [[0.086, -0.242, 0.035], [-0.986, 1.378, 1.600], [-2.336, -0.896, -0.452], [1.921, -0.447, 1.789], [0.507, -5.642, -0.778], [-0.175, -5.028, -1.389], [0.238, -4.796, -2.786], [1.274, -4.960, -3.073], [-2.303, 2.426, 0.875], [-1.728, 0.814, 3.177], [0.179, 2.684, 2.140], [-2.570, -2.601, -1.052], [-3.740, -0.770, 0.716], [-2.919, 0.098, -1.880], [2.989, -1.918, 1.581], [1.613, -0.486, 3.589], [3.144, 0.905, 1.605], [-1.212, -5.382, -1.266], [-0.511, -4.521, -3.523], [-2.217, 3.429, 1.312], [-3.297, 2.023, 1.098], [-2.184, 2.510, -0.213], [-1.401, 1.483, 3.984], [-1.415, -0.212, 3.406], [-2.821, 0.845, 3.099], [-0.416, 3.554, 2.450], [0.829, 2.985, 1.309], [0.800, 2.351, 2.981], [-2.057, -2.761, -2.009], [-3.643, -2.794, -1.180], [-2.174, -3.313, -0.317], [-4.263, 0.187, 0.603], [-3.393, -0.875, 1.750], [-4.445, -1.584, 0.499], [-3.062, -0.572, -2.737], [-2.178, 0.863, -2.147], [-3.871, 0.586, -1.634], [3.819, -1.879, 2.300], [3.419, -1.958, 0.571], [2.410, -2.833, 1.769], [2.486, -0.101, 4.133], [1.435, -1.527, 3.891], [0.730, 0.104, 3.861], [4.090, 0.603, 2.072], [2.781, 1.829, 2.072], [3.319, 1.104, 0.539], [1.110, 2.003, -1.768], [0.430, 3.223, -1.938], [1.040, 4.240, -2.674], [2.294, 4.035, -3.260], [2.949, 2.805, -3.119], [2.357, 1.780, -2.385], [0.589, 1.040, -0.974], [-0.159, -3.904, -0.893], [-0.550, 3.354, -1.474], [0.528, 5.198, -2.784], [2.763, 4.835, -3.840], [3.927, 2.638, -3.576], [2.837, 0.807, -2.259], [0.839, -1.985, -0.933], [1.571, -2.546, -0.609], [0.724, -2.186, -1.885]],
  "mulliken_spin": [0.550, -0.028, -0.016, -0.017, 0.005, 0.006, 0.372, 0.021, 0.010, 0.003, 0.006, -0.003, 0.004, 0.002, -0.002, 0.002, 0.005, 0.011, 0.030, 0.000, 0.001, -0.004, -0.001, 0.000, 0.000, 0.000, 0.001, 0.000, 0.005, -0.002, 0.003, 0.000, -0.001, 0.000, 0.001, -0.001, 0.000, 0.000, -0.001, 0.001, 0.000, 0.000, 0.000, 0.000, 0.000, -0.001, 0.003, -0.006, 0.002, -0.008, 0.003, -0.006, -0.030, 0.043, 0.000, 0.000, 0.000, 0.000, 0.001, 0.044, 0.003, -0.008],
  "de_lowest_kj_mol": 28.99,
  "s_squared": 0.77,
  "charge": 3,
  "homo_ev": [-15.93, -16.82],
  "lumo_energy_ev": [-12.97, -10.11],
  "multiplicity": 2,
  "homo_lumo_gap_ev": [2.954, 6.704]
}

# 2
{
  "formula": "C2H5N3O",
  "method": "ωB97M-V/def2-TZVPD",
  "elements": ["H", "N", "C", "N", "C", "N", "O", "H", "H", "H", "H"],
  "coordinates": [[2.776, -1.278, -0.086], [2.811, -0.221, -0.064], [1.618, 0.293, 0.032], [0.414, -0.331, 0.106], [-0.860, 0.106, -0.009], [-1.845, -0.706, 0.056], [-3.068, -0.038, -0.079], [1.519, 1.376, 0.024], [0.392, -1.370, -0.081], [-0.950, 1.218, -0.068], [-2.809, 0.951, 0.170]],
  "mulliken_charge": [0.206, -0.623, 0.219, -0.182, -0.027, -0.309, -0.297, 0.275, 0.265, 0.125, 0.347],
  "de_lowest_kj_mol": 335.64,
  "charge": 0,
  "homo_ev": -9.01,
  "smiles": "[H]/N=C\\N/C=N/O",
  "lumo_energy_ev": 0.69,
  "homo_lumo_gap_ev": 9.706
}

# 3
{
  "formula": "C33H23F9N5O3S2Sc",
  "method": "ωB97M-V/def2-TZVPD",
  "elements": ["Sc", "C", "S", "C", "S", "N", "N", "C", "C", "C", "C", "C", "C", "N", "H", "H", "H", "H", "H", "H", "H", "H", "O", "C", "O", "C", "C", "C", "C", "C", "C", "N", "C", "C", "C", "C", "C", "C", "N", "H", "H", "H", "H", "H", "H", "H", "H", "H", "H", "C", "C", "C", "C", "C", "C", "C", "C", "H", "H", "H", "H", "H", "F", "C", "F", "F", "C", "O", "C", "F", "F", "F", "C", "F", "F", "F"],
  "coordinates": [[-10.474, -17.085, 7.096], [-5.968, -17.479, 2.879], [-6.667, -15.952, 3.460], [-8.203, -16.495, 4.255], [-9.435, -15.340, 4.121], [-8.097, -17.657, 4.809], [-9.156, -18.107, 5.556], [-9.051, -19.424, 5.773], [-9.620, -20.082, 6.886], [-9.181, -21.409, 7.224], [-9.602, -21.913, 8.449], [-10.419, -21.081, 9.273], [-10.859, -19.843, 8.811], [-10.491, -19.356, 7.624], [-5.404, -17.284, 1.946], [-6.780, -18.168, 2.594], [-5.188, -17.867, 3.617], [-8.488, -19.940, 5.013], [-8.581, -21.982, 6.537], [-9.386, -22.933, 8.732], [-10.751, -21.390, 10.267], [-11.474, -19.145, 9.362], [-15.040, -21.488, 1.821], [-15.581, -21.145, 3.013], [-16.634, -21.638, 3.376], [-14.773, -20.181, 3.887], [-13.413, -20.057, 3.707], [-12.723, -19.065, 4.424], [-13.396, -18.162, 5.255], [-14.793, -18.372, 5.524], [-15.468, -19.321, 4.768], [-12.606, -17.085, 5.772], [-13.061, -15.898, 5.608], [-12.422, -14.780, 6.194], [-12.987, -13.458, 6.059], [-12.286, -12.412, 6.612], [-11.100, -12.654, 7.399], [-10.671, -13.972, 7.444], [-11.276, -14.999, 6.830], [-14.573, -20.804, 1.310], [-12.937, -20.856, 3.121], [-11.647, -19.090, 4.285], [-15.351, -17.739, 6.194], [-16.539, -19.541, 4.843], [-13.991, -15.671, 5.041], [-13.975, -13.232, 5.581], [-12.720, -11.366, 6.616], [-10.687, -11.811, 7.959], [-9.853, -14.256, 8.069], [-11.728, -16.763, 8.991], [-12.035, -16.172, 10.061], [-12.275, -15.274, 11.073], [-13.469, -14.517, 11.084], [-13.646, -13.589, 12.097], [-12.621, -13.317, 13.016], [-11.483, -14.106, 13.065], [-11.318, -15.130, 12.144], [-14.187, -14.669, 10.309], [-14.535, -12.968, 12.160], [-12.920, -12.526, 13.696], [-10.674, -13.923, 13.803], [-10.510, -15.849, 12.233], [-7.489, -13.959, 8.329], [-6.814, -15.116, 8.127], [-6.659, -15.215, 6.794], [-5.573, -14.955, 8.669], [-7.646, -16.323, 8.649], [-8.832, -16.546, 8.042], [-7.939, -16.037, 10.177], [-6.793, -15.550, 10.762], [-8.409, -17.099, 10.900], [-8.858, -15.017, 10.197], [-6.706, -17.622, 8.597], [-7.444, -18.739, 8.458], [-6.034, -17.751, 9.737], [-5.826, -17.583, 7.596]],
  "mulliken_charge": [-0.611, -0.750, -0.029, 0.224, -0.355, -0.979, 1.027, -1.134, 1.128, -1.170, -0.359, -0.852, -0.368, 0.694, 0.351, 0.241, 0.193, 0.459, 0.522, 0.453, 0.437, 0.507, -0.507, 0.328, -0.534, 0.499, -0.890, 0.131, -0.533, -0.325, -0.800, 0.512, 0.086, 0.228, -1.106, -0.356, -0.946, -0.436, 1.037, 0.368, 0.499, 0.451, 0.598, 0.416, 0.453, 0.370, 0.334, 0.471, 0.307, -1.425, 1.072, 0.629, -0.589, -0.478, -0.419, -0.560, -0.478, 0.484, 0.354, 0.351, 0.336, 0.483, -0.219, 0.399, -0.135, -0.253, 0.691, 0.145, 0.534, -0.270, -0.253, -0.223, 0.194, -0.119, -0.272, -0.263],
  "de_lowest_kj_mol": 106.17,
  "charge": 0,
  "homo_ev": -7.63,
  "lumo_energy_ev": -1.55,
  "homo_lumo_gap_ev": 6.081
}

# 4
{
  "formula": "C31H20Cl6FMnP",
  "method": "ωB97M-V/def2-TZVPD",
  "elements": ["Mn", "Cl", "C", "C", "C", "C", "C", "C", "P", "C", "C", "C", "C", "C", "C", "C", "C", "C", "C", "C", "C", "H", "H", "H", "H", "H", "H", "H", "H", "H", "H", "H", "H", "H", "H", "Cl", "C", "C", "C", "Cl", "C", "Cl", "C", "Cl", "C", "Cl", "F", "C", "C", "C", "C", "C", "C", "C", "H", "H", "H", "H", "H", "H"],
  "coordinates": [[0.449, -0.284, 1.206], [-0.819, -2.455, 1.082], [-0.547, -3.140, -0.506], [-1.132, -4.352, -0.809], [-0.915, -4.898, -2.067], [-0.130, -4.239, -3.003], [0.454, -3.024, -2.683], [0.257, -2.466, -1.419], [1.090, -0.950, -0.969], [2.605, -1.271, -0.094], [3.368, -0.169, 0.334], [4.454, -0.377, 1.164], [4.771, -1.665, 1.578], [4.017, -2.756, 1.158], [2.930, -2.568, 0.327], [1.249, 0.118, -2.375], [0.077, 0.575, -2.986], [0.169, 1.366, -4.115], [1.418, 1.696, -4.632], [2.579, 1.234, -4.029], [2.503, 0.440, -2.895], [-1.748, -4.861, -0.080], [-1.371, -5.848, -2.314], [0.028, -4.672, -3.981], [1.066, -2.503, -3.409], [3.108, 0.835, 0.020], [5.047, 0.464, 1.495], [5.616, -1.822, 2.235], [4.280, -3.754, 1.482], [2.338, -3.415, 0.002], [-0.893, 0.313, -2.580], [-0.730, 1.726, -4.595], [1.485, 2.315, -5.517], [3.545, 1.488, -4.443], [3.407, 0.069, -2.429], [-2.809, 1.664, -0.930], [-1.384, 2.171, -0.094], [-0.493, 1.274, 0.449], [0.570, 1.650, 1.158], [1.168, -0.703, 3.242], [0.913, 2.959, 1.416], [2.296, 3.389, 2.330], [0.044, 3.915, 0.874], [0.356, 5.575, 1.126], [-1.104, 3.520, 0.140], [-2.187, 4.715, -0.437], [-6.389, 2.198, 1.631], [-5.255, 1.836, 2.155], [-5.130, 0.503, 2.584], [-3.944, 0.121, 3.129], [-2.868, 1.065, 3.259], [-1.693, 0.723, 3.844], [-3.058, 2.417, 2.801], [-4.242, 2.802, 2.255], [-5.970, -0.168, 2.475], [-3.800, -0.893, 3.480], [-1.477, -0.268, 4.223], [-0.901, 1.457, 3.937], [-2.242, 3.122, 2.900], [-4.428, 3.806, 1.900]],
  "mulliken_spin": [3.853, -0.001, 0.003, 0.001, -0.007, 0.001, -0.008, -0.035, -0.199, -0.020, -0.014, 0.005, -0.034, 0.016, -0.006, -0.016, -0.014, 0.006, -0.018, 0.007, -0.021, 0.000, 0.000, -0.001, -0.002, -0.001, 0.000, -0.001, 0.000, -0.002, 0.000, 0.000, -0.001, 0.000, -0.002, 0.002, -0.060, -0.387, -0.112, 0.048, -0.023, 0.003, 0.008, -0.001, 0.025, 0.001, 0.000, 0.001, 0.000, -0.002, 0.004, 0.004, 0.002, 0.001, 0.000, 0.000, 0.000, 0.000, -0.001, 0.000],
  "s_squared": 4.24,
  "charge": 2,
  "homo_ev": [-14.23, -14.21],
  "lumo_energy_ev": [-7.97, -7.99],
  "multiplicity": 4,
  "homo_lumo_gap_ev": [6.262, 6.217]
}